No. 1
Formula: C28H11AsF15GeN2O6PdS2
Source: the Open Molecules 2025 dataset
Level of theory: ωB97M-V/def2-TZVPD

- HOMO energy (alpha / beta) (eV) = -6.394 / -6.408
- HOMO-LUMO gap (alpha / beta) (eV) = 6.5 / 6.5
- total charge = -1
- LUMO energy (alpha / beta) (eV) = 0.1 / 0.1
- DFT total energy (eV) = -227745.614

Geometry (Å):
Pd -0.359 1.106 0.133
As -1.516 -1.777 -0.467
Ge -2.081 3.103 -0.102
S 1.473 -0.056 -1.236
S -1.849 2.162 1.783
F -6.927 5.421 -0.879
F -1.049 0.815 -4.781
F -4.948 3.739 -1.631
F -1.923 5.314 -2.266
F -2.134 5.471 1.671
F -5.115 -0.372 -2.688
F -4.520 1.400 -0.632
F -4.089 7.260 2.412
F -0.473 2.488 -2.626
F -6.516 7.178 1.164
F 2.603 6.643 -2.034
F -3.346 -0.641 -4.744
F 2.984 4.878 0.033
F 0.148 6.868 -3.178
F 0.899 3.372 0.922
O 1.687 1.199 -0.480
O 2.548 -0.367 -2.133
O 0.156 -0.002 -1.882
O -2.052 -0.234 -0.166
O -1.458 -2.068 -2.203
O -2.541 -2.895 0.081
N 0.410 1.471 3.936
N 0.454 -0.095 2.382
C -5.756 5.431 -0.233
C -0.510 -0.406 3.292
C -0.553 0.559 4.258
C -0.708 5.218 -1.702
C 0.327 -3.044 1.272
C 0.271 -2.070 0.283
C -3.337 5.450 1.067
C 0.712 4.221 -0.106
C -3.988 0.341 -2.691
C 2.645 -2.548 1.651
C 0.584 2.762 4.534
C -1.902 0.944 -3.759
C 1.409 -1.348 -0.010
C -4.309 6.364 1.442
C -1.640 1.811 -2.709
C -3.532 4.512 0.071
C -3.082 0.202 -3.741
C 2.596 -1.583 0.661
C 1.784 4.990 -0.544
C -5.546 6.332 0.803
C -0.547 4.320 -0.663
C -4.744 4.547 -0.590
C -3.701 1.241 -1.675
C 0.988 1.039 2.795
C -2.557 2.016 -1.700
C 1.507 -3.280 1.954
C 1.593 5.887 -1.590
C 0.335 6.003 -2.173
H 3.461 -0.994 0.394
H -0.178 3.444 4.148
H 1.823 1.523 2.317
H -1.100 -1.297 3.185
H 1.541 -4.037 2.723
H 1.569 3.148 4.275
H -0.586 -3.590 1.487
H -1.178 0.676 5.119
H 3.567 -2.728 2.184
H -0.853 -1.413 -2.568
H 0.489 2.694 5.618

Cartesian forces, eV/Å:
-4.657 -1.825 0.584
0.245 -2.029 -0.534
-0.707 1.866 -1.575
2.425 -0.703 -0.787
0.861 -0.657 -0.392
0.011 0.052 0.031
0.001 -0.102 0.082
-0.362 0.142 -0.100
0.175 0.207 -0.304
-0.244 0.309 0.303
0.010 -0.073 0.011
-0.250 -0.406 -0.116
-0.001 -0.024 -0.014
-0.286 -0.364 -0.848
0.142 -0.056 -0.043
-0.126 -0.139 0.111
0.039 0.173 0.217
0.004 0.045 -0.035
0.034 -0.048 0.055
0.423 0.391 -0.047
1.200 0.440 0.039
-0.051 -0.020 0.115
-0.245 0.275 0.671
1.149 2.811 0.958
0.035 0.044 0.207
-0.261 -0.542 0.601
0.252 -0.169 -0.137
0.556 0.291 0.420
0.115 -0.053 0.039
0.117 0.226 0.205
-0.298 -0.383 0.008
0.109 -0.098 0.300
-0.260 -0.067 -0.110
-0.493 0.072 -0.341
-0.028 -0.056 -0.177
-0.196 0.326 -0.065
0.129 0.308 0.070
-0.013 0.099 -0.097
-0.092 0.435 0.090
-0.107 0.089 0.076
0.221 0.011 -0.439
-0.080 -0.057 -0.006
-0.275 0.424 0.057
0.149 -0.354 0.220
0.087 0.213 0.131
0.116 -0.016 -0.056
-0.126 -0.038 -0.049
0.260 -0.176 -0.129
-0.173 -0.442 0.208
0.170 0.188 0.116
0.194 0.203 -0.384
0.019 -0.680 0.015
0.230 0.027 0.492
0.000 -0.039 0.002
-0.244 -0.188 0.098
-0.104 -0.063 0.067
0.134 -0.027 0.053
0.077 0.043 0.045
-0.056 0.221 -0.014
-0.195 -0.079 0.037
-0.007 -0.066 0.081
-0.008 0.011 0.053
0.085 -0.026 0.019
-0.128 0.064 0.167
0.080 -0.015 0.040
0.149 0.089 -0.248
0.073 -0.017 -0.049


No. 2
Formula: C29H34AlF5N
Source: the Open Molecules 2025 dataset
Level of theory: ωB97M-V/def2-TZVPD

- HOMO energy (eV) = -5.010
- HOMO-LUMO gap (eV) = 7.5
- total charge = -1
- LUMO energy (eV) = 2.5
- DFT total energy (eV) = -52300.245

Geometry (Å):
Al 1.269 1.632 -1.572
F 1.234 -2.017 1.725
F -0.555 3.715 -0.166
F -3.523 0.407 1.347
F 5.635 6.419 1.221
F -1.073 -4.996 -2.204
N 2.401 -1.848 -1.412
C -1.143 -5.255 -4.537
C 2.166 6.950 2.067
C 2.879 -0.824 -2.373
C -0.592 -4.651 -3.425
C 0.304 -3.989 0.858
C -4.850 2.492 3.961
C 0.357 -3.943 -5.895
C 0.886 -3.358 -4.752
C -0.761 1.630 -1.420
C 0.417 -3.715 -3.494
C 3.542 7.137 2.015
C 3.730 5.177 0.598
C -5.806 1.645 4.507
C -5.215 -0.058 2.905
C -0.003 -4.917 3.467
C 1.741 0.096 -2.821
C -4.071 2.081 2.889
C -4.275 0.810 2.385
C 0.549 -3.662 3.248
C -5.984 0.374 3.977
C 0.692 -3.228 1.943
C 1.572 5.892 1.395
C -0.653 -4.889 -5.785
C -0.399 -5.708 2.397
C -0.245 -5.241 1.098
C 2.353 5.006 0.663
C 4.288 6.240 1.277
C 2.034 1.302 0.271
C -1.382 2.565 -0.431
H 1.559 7.642 2.640
H 0.726 -3.657 -6.871
H -2.328 3.021 -0.746
H -0.122 -5.275 4.482
H 1.257 1.444 1.035
H -0.827 -6.686 2.575
H 0.501 5.742 1.426
H 4.353 4.500 0.029
H 0.866 -3.021 4.059
H -0.555 -5.847 0.257
H -1.935 -5.981 -4.420
H 1.662 -2.606 -4.820
H 1.893 4.181 0.138
H -1.216 1.741 -2.411
H 0.832 -3.262 -2.603
H 0.864 -0.549 -3.010
H 3.683 -0.245 -1.898
H -4.704 3.483 4.372
H -0.961 0.598 -1.095
H -1.071 -5.346 -6.674
H 0.441 -3.608 -0.144
H 2.887 -1.779 -0.525
H -5.328 -1.043 2.473
H 3.353 -1.352 -3.214
H 2.863 1.969 0.536
H -6.409 1.973 5.343
H 4.035 7.953 2.527
H -1.528 2.105 0.549
H -6.727 -0.291 4.399
H 1.881 3.024 -2.193
H -3.318 2.714 2.441
H 1.990 0.514 -3.808
H 2.423 0.285 0.406
H 1.439 -1.616 -1.179

Cartesian forces, eV/Å:
0.195 0.066 0.104
-0.005 -0.008 0.005
-0.033 -0.121 -0.014
-0.035 -0.069 -0.010
-0.040 -0.010 -0.001
0.007 -0.035 0.010
-0.306 -0.009 0.039
0.068 0.067 -0.032
0.010 0.040 0.028
0.185 -0.022 0.180
-0.015 -0.012 0.066
0.002 -0.054 0.039
0.021 0.040 0.001
0.006 0.007 0.020
0.013 0.021 0.042
-0.141 -0.100 -0.016
-0.049 0.025 -0.085
-0.057 -0.073 -0.045
-0.057 0.023 0.025
0.018 -0.014 -0.026
0.016 0.059 0.024
0.010 0.015 0.034
-0.060 -0.196 -0.217
-0.049 -0.057 0.016
0.071 0.052 -0.038
-0.024 -0.041 -0.060
-0.021 -0.032 -0.001
0.024 0.044 -0.001
0.014 -0.019 -0.021
-0.041 -0.042 -0.007
0.007 0.027 0.003
-0.014 0.006 -0.048
0.007 -0.024 -0.005
0.107 0.030 0.007
0.069 -0.038 0.094
0.036 0.320 0.105
0.000 -0.011 -0.011
-0.002 -0.001 0.003
0.008 -0.131 -0.022
-0.002 -0.001 -0.009
0.078 0.000 0.008
-0.001 0.004 -0.002
-0.001 0.007 0.012
0.002 0.006 0.003
0.000 -0.007 0.008
0.002 0.007 0.005
-0.002 -0.006 -0.001
-0.003 -0.008 -0.014
-0.028 -0.002 -0.057
0.055 0.025 0.032
0.055 -0.047 -0.008
0.042 0.061 -0.027
-0.062 0.021 -0.068
-0.007 -0.009 0.000
-0.033 0.048 -0.037
0.006 0.008 0.003
0.012 -0.006 0.000
0.081 0.008 -0.084
-0.008 -0.002 0.004
-0.074 0.014 0.005
-0.057 0.043 -0.022
0.002 0.000 -0.002
-0.004 0.002 0.004
0.054 -0.044 -0.055
0.005 0.009 0.003
-0.045 -0.048 -0.004
-0.001 0.011 0.011
-0.005 0.036 0.076
-0.091 0.022 -0.011
0.084 0.117 0.047


No. 3
Formula: C2H5FIP
Source: the Open Molecules 2025 dataset
Level of theory: ωB97M-V/def2-TZVPD

- HOMO energy (alpha / beta) (eV) = -8.090 / -8.594
- HOMO-LUMO gap (alpha / beta) (eV) = 7.1 / 7.5
- total charge = 0
- LUMO energy (alpha / beta) (eV) = -1.0 / -1.1
- DFT total energy (eV) = -22258.255
- energy above the lowest of the compared OMol25 structures with the same formula, charge and spin (kcal per mole) = 101.2

Geometry (Å):
I -3.129 -0.306 -0.153
P 0.444 0.141 -0.148
F 0.115 0.863 1.299
C 1.718 1.366 -0.755
C -1.266 -1.254 0.297
H -1.154 -1.302 1.453
H -1.217 -2.284 -0.229
H 1.447 2.234 -0.242
H 1.280 -0.865 0.254
H 1.763 1.406 -1.777

Cartesian forces, eV/Å:
0.322 -0.276 0.108
0.149 0.593 2.191
0.374 -0.663 -1.342
-2.333 -3.064 2.226
0.721 0.113 0.260
-0.076 -0.010 -2.140
0.123 1.908 0.879
-0.362 1.887 0.356
0.474 -0.840 0.062
0.607 0.352 -2.602


No. 4
Formula: CH2F4Si
Source: the Open Molecules 2025 dataset
Level of theory: ωB97M-V/def2-TZVPD

- HOMO energy (eV) = -11.267
- HOMO-LUMO gap (eV) = 11.9
- total charge = 0
- LUMO energy (eV) = 0.6
- DFT total energy (eV) = -19821.875
- energy above the lowest of the compared OMol25 structures with the same formula, charge and spin (kcal per mole) = 13.8

Geometry (Å):
Si -0.692 0.643 -0.052
F 1.367 -0.765 1.258
F -0.338 2.050 0.525
F -1.925 0.090 0.788
F -1.030 0.912 -1.527
C 0.825 -0.737 -0.016
H 0.232 -1.778 -0.164
H 1.562 -0.415 -0.812

Cartesian forces, eV/Å:
1.842 -2.242 1.660
0.321 0.035 -0.314
0.319 0.538 0.519
0.259 0.138 -0.430
-0.723 0.013 -1.785
-3.253 0.191 -0.482
1.831 2.273 -0.154
-0.596 -0.946 0.986


Repeat the fourth record exactly.
Formula: CH2F4Si
Source: the Open Molecules 2025 dataset
Level of theory: ωB97M-V/def2-TZVPD

- HOMO energy (eV) = -11.267
- HOMO-LUMO gap (eV) = 11.9
- total charge = 0
- LUMO energy (eV) = 0.6
- DFT total energy (eV) = -19821.875
- energy above the lowest of the compared OMol25 structures with the same formula, charge and spin (kcal per mole) = 13.8

Geometry (Å):
Si -0.692 0.643 -0.052
F 1.367 -0.765 1.258
F -0.338 2.050 0.525
F -1.925 0.090 0.788
F -1.030 0.912 -1.527
C 0.825 -0.737 -0.016
H 0.232 -1.778 -0.164
H 1.562 -0.415 -0.812

Cartesian forces, eV/Å:
1.842 -2.242 1.660
0.321 0.035 -0.314
0.319 0.538 0.519
0.259 0.138 -0.430
-0.723 0.013 -1.785
-3.253 0.191 -0.482
1.831 2.273 -0.154
-0.596 -0.946 0.986


- Which formula does entry 4 have?
  CH2F4Si


- The lowest DFT total energy belongs to which entry?
  C28H11AsF15GeN2O6PdS2